# 1
DFT (ωB97M-V/def2-TZVPD) results for 2 unconnected molecules or ions with the total composition C2H7O2.

Computed properties:
LUMO level ... 4.58 eV
Gap between HOMO and LUMO ... 7.85 eV
E_HOMO ... -3.27 eV

```
! RIJCOSX wB97M-V def2-TZVPD def2/J DEFGRID3
* xyz -1 1
C -0.535 -0.453 0.663
O 0.774 -0.741 0.925
C -0.811 0.857 -0.070
H -1.100 -0.455 1.614
H -1.089 -1.200 0.043
H -0.459 0.805 -1.102
H -0.343 1.736 0.383
H -1.887 1.056 -0.137
H 1.366 -0.427 0.104
H 2.253 -1.010 -1.209
O 1.832 -0.169 -1.216
*
```

Atom charges from the Löwdin analysis, given in e for atoms 1 to 8:
1. C -0.4381
2. O -0.1745
3. C -0.1353
4. H 0.0852
5. H 0.0934
6. H 0.0475
7. H 0.0633
8. H 0.0499

***

# 2
DFT (ωB97M-V/def2-TZVPD) results for 2 unconnected molecules or ions with the total composition C5H9NO3.

Computed properties:
LUMO level ... 0.62 eV
Structure (SMILES) ... O=C1NCC[C@@]12CO2.O
Gap between HOMO and LUMO ... 10.50 eV
E_HOMO ... -9.88 eV

```
! RIJCOSX wB97M-V def2-TZVPD def2/J DEFGRID3
* xyz 0 1
O 0.326 2.404 0.631
C -0.006 1.227 0.645
N -1.256 0.733 0.693
C -1.358 -0.722 0.721
C 0.100 -1.192 0.874
C 0.917 0.028 0.505
C 2.081 0.092 -0.409
O 2.227 0.174 1.002
H -2.067 1.338 0.708
H -1.993 -1.046 1.555
H -1.803 -1.089 -0.214
H 0.311 -1.453 1.921
H 0.328 -2.061 0.247
H 2.443 -0.837 -0.857
H 2.283 1.022 -0.948
H -0.099 0.322 -2.602
O -1.074 0.264 -2.612
H -1.359 0.795 -1.861
*
```

Atom charges from the Löwdin analysis, given in e for atoms 1 to 8:
1. O 0.0790
2. C -0.4341
3. N 0.0756
4. C -0.1551
5. C -0.0598
6. C -0.3710
7. C -0.0568
8. O 0.0219

***

# 3
DFT (ωB97M-V/def2-TZVPD) results for 2 unconnected molecules or ions with the total composition C2H4N4.

Computed properties:
LUMO level ... 1.06 eV
Gap between HOMO and LUMO ... 9.75 eV
E_HOMO ... -8.68 eV

```
! RIJCOSX wB97M-V def2-TZVPD def2/J DEFGRID3
* xyz 0 1
N 1.982 0.075 0.154
C 0.800 0.687 -0.073
C -0.171 1.369 -0.302
N -2.141 -0.668 -0.258
N -1.187 -1.180 0.307
N -0.323 -1.860 0.586
H 2.679 0.405 -0.503
H 1.995 -0.926 0.326
H -0.897 2.136 -0.520
H -2.738 -0.037 0.283
*
```

Atom charges from the Löwdin analysis, given in e for atoms 1 to 8:
1. N 0.0438
2. C -0.3297
3. C 0.0387
4. N 0.0889
5. N -0.3190
6. N 0.2053
7. H 0.0940
8. H 0.0679

***

# 4
DFT (ωB97M-V/def2-TZVPD) results for a molecular structure, C6H12Cl3CoO2Ti.

Computed properties:
LUMO level (alpha / beta) ... 2.07 / 2.01 eV
Expectation value of S² ... 8.7713
Gap between HOMO and LUMO (alpha / beta) ... 5.00 / 6.38 eV
E_HOMO (alpha / beta) ... -2.93 / -4.37 eV

```
! RIJCOSX wB97M-V def2-TZVPD def2/J DEFGRID3
* xyz -1 6
Ti -0.915 1.347 0.813
Cl -2.001 3.010 -0.046
C -2.312 -0.154 0.918
H -2.114 -0.749 1.821
H -2.282 -0.789 0.030
H -3.262 0.414 0.974
Co 0.487 -0.914 -1.917
C 2.135 0.201 -2.332
C -0.894 -0.710 -3.402
C 1.078 -2.704 -1.336
H -1.427 -1.647 -3.619
H -1.635 0.063 -3.157
H -0.380 -0.397 -4.325
H 3.028 -0.386 -2.032
H 2.137 0.377 -3.419
H 2.063 1.130 -1.787
H 0.343 -3.428 -0.916
H 2.074 -2.786 -0.811
Cl 1.662 2.596 4.437
C 0.715 1.114 4.138
Cl -0.988 1.218 4.718
C 0.542 0.985 2.662
O 0.252 -0.108 2.069
O 0.506 2.073 1.954
H 1.190 0.243 4.564
*
```

Atom charges from the Löwdin analysis, given in e for atoms 1 to 8:
1. Ti 0.7063
2. Cl 0.0539
3. C -0.2560
4. H -0.0021
5. H -0.0008
6. H -0.0109
7. Co 0.4109
8. C -0.2786